Record 1
The following is a quantum chemistry calculation of the molecule C3H5NO2 in a non-equilibrium geometry, from the Open Molecules 2025 dataset.

Computed properties:
- HOMO: -10.450 eV
- 2S+1: 1
- Total charge: 0
- Gap between HOMO and LUMO: 0.3968 Ha
- ΔE to the lowest compared entry with this formula, charge and spin: 63.36 kcal per mole
- SMILES: CC(=O)NC=O
- LUMO level: 0.35 eV

Positions of all 11 atoms, in Å:
H -0.042 -1.430 -1.335
H -0.650 1.670 0.386
O -1.663 -0.029 -0.201
C -1.156 -1.037 0.222
O 2.148 -0.547 0.386
N 0.040 -1.540 -0.319
C 1.019 -0.301 0.088
H -1.478 -1.507 1.161
H 0.366 1.604 -1.025
C 0.340 1.292 0.027
H 1.075 1.824 0.610

Record 2
The following is a quantum chemistry calculation of a cluster of 2 separate species, C3H5NO2 in total in a non-equilibrium geometry, from the Open Molecules 2025 dataset.

Computed properties:
- HOMO: -9.864 eV
- 2S+1: 1
- Total charge: 0
- Gap between HOMO and LUMO: 0.3917 Ha
- ΔE to the lowest compared entry with this formula, charge and spin: 25.69 kcal per mole
- LUMO level: 0.80 eV

Positions of all 11 atoms, in Å:
H 0.968 0.542 -0.219
H -0.836 2.096 0.667
N 0.013 0.284 -0.020
O 2.679 -0.796 -0.308
C -0.317 -1.011 0.249
C -1.009 1.312 -0.079
H 0.524 -1.730 0.276
O -1.444 -1.414 0.460
H -1.960 0.824 0.135
H -1.059 1.777 -1.071
C 2.440 -1.885 -0.090

Record 3
The following is a quantum chemistry calculation of the molecule C3H5NO2, from the Open Molecules 2025 dataset.

Computed properties:
- HOMO: -10.762 eV
- 2S+1: 1
- Total charge: 0
- Gap between HOMO and LUMO: 0.4252 Ha
- ΔE to the lowest compared entry with this formula, charge and spin: 29.34 kcal per mole
- SMILES: [H]/N=C(/C)OC=O
- LUMO level: 0.81 eV

Positions of all 11 atoms, in Å:
H 2.075 -0.650 -0.149
C 1.295 0.074 -0.352
H -1.116 1.829 -0.412
H 1.638 1.036 0.043
O -1.161 -0.127 0.314
N 0.505 -1.390 1.292
H 1.154 0.165 -1.433
C -1.616 0.852 -0.539
C 0.165 -0.504 0.460
O -2.533 0.616 -1.263
H -0.268 -1.702 1.867

Record 4
The following is a quantum chemistry calculation of the molecule C3H5NO2 in a non-equilibrium geometry, from the Open Molecules 2025 dataset.

Computed properties:
- HOMO: -10.088 eV
- 2S+1: 1
- Total charge: 0
- Gap between HOMO and LUMO: 0.4027 Ha
- ΔE to the lowest compared entry with this formula, charge and spin: 44.58 kcal per mole
- SMILES: [H]/N=C1/COCO1
- LUMO level: 0.87 eV

Positions of all 11 atoms, in Å:
H -0.743 1.734 0.933
H -0.867 -1.905 0.273
C -0.491 -0.886 0.350
H 2.613 -0.737 -0.632
C 0.716 -0.446 -0.391
H -1.264 1.906 -0.786
O -1.492 0.051 0.048
O 0.553 0.917 -0.498
H 0.042 -0.689 1.313
C -0.781 1.249 -0.056
N 1.715 -1.195 -0.553

Record 5
The following is a quantum chemistry calculation of the molecule C3H5NO2, from the Open Molecules 2025 dataset.

Computed properties:
- HOMO: -10.224 eV
- 2S+1: 1
- Total charge: 0
- Gap between HOMO and LUMO: 0.4003 Ha
- ΔE to the lowest compared entry with this formula, charge and spin: 0.05 kcal per mole
- SMILES: CC(=O)NC=O
- LUMO level: 0.67 eV

Positions of all 11 atoms, in Å:
O -1.573 -0.230 0.788
C -0.432 -0.329 0.395
C 0.518 -1.445 0.763
H 1.404 -1.033 1.258
H 1.095 0.490 -0.771
C -0.511 1.730 -0.958
H 0.850 -1.969 -0.139
O 0.027 2.510 -1.706
H -1.544 1.818 -0.598
H 0.027 -2.152 1.432
N 0.139 0.610 -0.463

Record 6
The following is a quantum chemistry calculation of a cluster of 2 separate species, C3H5NO2 in total in a non-equilibrium geometry, from the Open Molecules 2025 dataset.

Computed properties:
- HOMO: -9.012 eV
- 2S+1: 1
- Total charge: 0
- Gap between HOMO and LUMO: 0.2756 Ha
- ΔE to the lowest compared entry with this formula, charge and spin: 99.89 kcal per mole
- LUMO level: -1.51 eV

Positions of all 11 atoms, in Å:
H 1.069 -0.698 1.332
H 1.014 2.077 0.157
C -0.240 0.390 0.477
H -0.116 1.383 -1.262
C 0.645 1.138 -0.413
O 0.247 -0.105 1.620
H -1.878 -0.138 0.975
C -0.299 -2.217 -0.678
N -0.239 -2.918 -1.627
H 1.380 0.546 -0.939
O -1.584 0.543 0.359

Record 7
The following is a quantum chemistry calculation of the molecule C3H5NO2, from the Open Molecules 2025 dataset.

Computed properties:
- HOMO: -9.655 eV
- 2S+1: 1
- Total charge: 0
- Gap between HOMO and LUMO: 0.3861 Ha
- ΔE to the lowest compared entry with this formula, charge and spin: 98.33 kcal per mole
- SMILES: OCC=C=NO
- LUMO level: 0.85 eV

Positions of all 11 atoms, in Å:
C -1.367 -0.080 -0.082
O 1.884 -0.341 1.017
C -0.424 -0.519 0.701
N -1.981 0.610 -0.909
H 1.042 -1.901 -0.080
C 0.925 -0.823 0.100
H -0.550 -0.547 1.778
H 2.753 -0.418 0.606
O -1.407 1.905 -0.797
H -1.871 2.419 -1.465
H 0.995 -0.305 -0.870

Record 8
The following is a quantum chemistry calculation of the molecule C3H5NO2 in a non-equilibrium geometry, from the Open Molecules 2025 dataset.

Computed properties:
- HOMO: -10.783 eV
- 2S+1: 1
- Total charge: 0
- Gap between HOMO and LUMO: 0.4217 Ha
- ΔE to the lowest compared entry with this formula, charge and spin: 49.51 kcal per mole
- SMILES: N#COCCO
- LUMO level: 0.69 eV

Positions of all 11 atoms, in Å:
O -0.291 1.440 0.704
N 2.095 1.126 1.162
H -1.885 0.158 0.798
C -1.045 0.331 0.118
H -1.427 0.714 -0.830
O 0.937 -0.695 -0.845
C 0.962 1.272 0.937
H 1.653 -0.417 -0.253
C -0.215 -0.932 -0.079
H 0.008 -1.388 0.896
H -0.833 -1.640 -0.641

Record 9
The following is a quantum chemistry calculation of a structure of composition C3H5NO2 in a non-equilibrium geometry, from the Open Molecules 2025 dataset.

Computed properties:
- HOMO (spin up / spin down): -9.833 / -9.837 eV
- 2S+1: 1
- Total charge: 0
- Gap between HOMO and LUMO (spin up / spin down): 0.2860 / 0.2864 Ha
- ΔE to the lowest compared entry with this formula, charge and spin: 132.81 kcal per mole
- LUMO level (spin up / spin down): -2.05 / -2.04 eV

Positions of all 11 atoms, in Å:
C -0.468 -0.257 0.285
H -1.477 1.473 1.560
N 2.043 -0.697 -0.405
O -0.658 1.057 1.234
O 1.642 1.039 1.122
C -0.989 -0.141 -0.965
C 1.427 0.087 0.327
H 1.466 -1.206 -1.071
H -1.553 -0.947 -1.408
H -0.675 -1.125 0.900
H -0.758 0.717 -1.580

Record 10
The following is a quantum chemistry calculation of a cluster of 2 separate species, C3H5NO2 in total in a non-equilibrium geometry, from the Open Molecules 2025 dataset.

Computed properties:
- HOMO: -8.690 eV
- 2S+1: 1
- Total charge: 0
- Gap between HOMO and LUMO: 0.3254 Ha
- ΔE to the lowest compared entry with this formula, charge and spin: 192.41 kcal per mole
- SMILES: C1=CO1.CN=O
- LUMO level: 0.16 eV

Positions of all 11 atoms, in Å:
H -0.995 -1.840 -0.679
O 0.198 -0.014 -1.884
H -0.624 1.501 1.417
C 0.075 0.770 1.032
N -0.588 -0.482 1.268
O 0.098 -1.370 1.764
H 0.997 0.623 1.404
C 0.991 -1.190 -1.756
C -0.095 -1.365 -1.203
H 0.025 0.686 -0.044
H 2.063 -1.381 -2.081

Record order is preserved below.
Molar mass: 87.1; 87.1; 87.1; 87.1; 87.1; 87.1; 87.1; 87.1; 87.1; 87.1 g mol⁻¹